No. 1
The following is a DFT calculation (ωB97M-V with the def2-TZVPD basis set) of a cluster of 9 separate species, C15H48O9 in total in a non-equilibrium geometry.

Values from the calculation:
Energy relative to the best compared isomer or geometry (same formula, charge and spin)   429.9 kJ/mol
SMILES   CCO.CCO.CCO.CCO.CCO.CCO.CO.CO.CO
Net charge   0

Each line ends with the Mulliken charge.
Cartesian coordinates (Å):
C (-0.235596, 2.165324, 5.244146)  -1.108
C (0.629521, 1.541625, 4.197657)  -0.220
O (0.093782, 1.677640, 2.862122)  -0.540
H (-1.257332, 1.788644, 5.291943)  0.290
H (-0.307291, 3.247381, 5.134056)  0.287
H (0.147760, 1.927609, 6.236434)  0.367
H (0.699380, 0.474734, 4.409688)  0.260
H (1.639131, 1.952334, 4.187116)  0.357
H (-0.830084, 1.439879, 2.969528)  0.300
C (-2.765172, 1.136708, -3.363259)  -0.829
C (-1.411556, 1.781517, -3.616568)  -0.142
O (-0.497838, 0.698024, -3.429504)  -0.528
H (-3.572467, 1.718547, -3.808068)  0.426
H (-3.013458, 0.899593, -2.328742)  0.108
H (-2.805462, 0.155415, -3.836039)  0.132
H (-1.113319, 2.657226, -3.040121)  0.205
H (-1.262011, 2.060254, -4.659666)  0.319
H (0.362163, 1.045423, -3.677126)  0.237
C (1.042646, -0.453666, -0.181082)  -0.519
C (0.328970, -1.597619, -0.863435)  -0.446
O (-0.945641, -1.135787, -1.330060)  0.092
H (0.519451, -0.095289, 0.705445)  0.100
H (1.026272, 0.515950, -0.678760)  0.246
H (2.072740, -0.750440, 0.016212)  -0.006
H (0.095590, -2.375710, -0.136659)  0.356
H (0.919229, -2.059605, -1.654806)  0.312
H (-0.733687, -0.507530, -2.024302)  0.033
C (0.351481, 4.097476, -0.233737)  -0.672
C (1.625291, 4.207504, 0.587096)  -0.151
O (1.240622, 4.121305, 1.935573)  -0.488
H (0.761602, 3.891898, -1.222491)  0.268
H (-0.349591, 4.928779, -0.308249)  0.320
H (-0.152621, 3.162940, 0.012465)  0.033
H (2.138374, 5.154034, 0.417018)  0.345
H (2.280425, 3.388960, 0.288982)  0.096
H (0.813200, 3.271826, 2.067108)  0.325
C (4.219956, -2.294255, 2.017820)  -0.635
C (5.321800, -1.750255, 2.870080)  -0.417
O (6.280358, -1.036363, 2.130913)  -0.487
H (3.734083, -1.451600, 1.525922)  -0.064
H (3.627105, -3.007055, 2.591007)  0.408
H (4.705274, -2.900230, 1.252733)  0.308
H (5.721469, -2.641653, 3.353569)  0.293
H (4.974241, -1.145615, 3.707766)  0.316
H (6.770886, -1.664975, 1.596295)  0.304
C (-5.856789, -2.613773, -0.347832)  -1.439
C (-4.549031, -2.078570, -0.953592)  0.269
O (-3.422845, -2.673881, -0.350936)  -0.579
H (-5.953670, -3.660893, -0.634647)  0.344
H (-6.713566, -2.054632, -0.723852)  0.368
H (-5.889644, -2.562799, 0.740482)  0.334
H (-4.463188, -0.997884, -0.840205)  0.101
H (-4.557550, -2.318072, -2.016923)  0.243
H (-2.681547, -2.215420, -0.753303)  0.251
C (-1.756667, -3.525138, -3.732846)  -0.130
O (-1.632460, -4.221677, -4.946872)  -0.567
H (-0.790965, -3.323158, -3.269455)  0.048
H (-2.151519, -2.537478, -3.971017)  0.096
H (-2.393662, -4.058084, -3.026947)  0.231
H (-2.508432, -4.471135, -5.250244)  0.309
C (4.964085, 0.540378, -0.933918)  -0.343
O (4.142509, 0.335181, -2.057120)  -0.507
H (5.903407, 0.028111, -1.142157)  0.307
H (5.135589, 1.613900, -0.854896)  0.233
H (4.392753, 0.218044, -0.063417)  0.042
H (4.248749, -0.568012, -2.364628)  0.285
C (-2.631789, 0.197903, 1.545058)  -0.543
O (-2.569682, 1.098896, 2.582263)  -0.570
H (-3.691559, 0.008503, 1.374426)  0.321
H (-2.141592, 0.518673, 0.625862)  0.164
H (-2.209197, -0.758476, 1.853007)  0.277
H (-3.111414, 1.838591, 2.297688)  0.266

Cartesian forces (eV/Å) of the 6 atoms listed first:
C -0.4 0.6 0.7
C 0.0 -0.6 -0.8
O 0.8 0.2 0.8
H -0.1 -0.2 -0.5
H 0.1 0.0 0.0
H 0.3 0.2 0.1


No. 2
The following is a DFT calculation (ωB97M-V with the def2-TZVPD basis set) of a structure of composition C23H26N2OPPdSe2.

Values from the calculation:
Energy relative to the best compared isomer or geometry (same formula, charge and spin)   0.0 kJ/mol
Net charge   +1

Each line ends with the Mulliken charge.
Cartesian coordinates (Å):
Pd (0.168850, 0.008458, 0.471148)  0.368
Se (2.451498, 0.244211, -0.188421)  -0.257
P (2.140098, 2.190753, 0.744424)  0.330
Se (0.050287, 2.466164, 0.218097)  -0.341
C (2.346975, 2.065609, 2.536851)  0.950
C (3.484796, 1.438443, 3.039550)  -0.518
C (3.663968, 1.334558, 4.408572)  -0.729
C (2.712374, 1.857877, 5.275761)  -0.461
C (1.581120, 2.484669, 4.774319)  -0.813
C (1.393390, 2.587373, 3.402883)  -0.190
C (3.249114, 3.471785, 0.156766)  1.011
C (4.164648, 3.213152, -0.856085)  -0.342
C (5.013716, 4.224117, -1.282866)  -0.632
C (4.936752, 5.483242, -0.707454)  -0.467
C (4.015236, 5.741846, 0.300604)  -0.627
C (3.172199, 4.736487, 0.739361)  -0.486
H (4.221362, 1.020882, 2.363821)  0.379
H (4.547629, 0.847965, 4.799557)  0.420
H (2.859499, 1.783157, 6.345658)  0.470
H (0.843529, 2.899382, 5.449203)  0.456
H (0.500355, 3.053777, 3.006587)  0.338
H (4.209104, 2.234737, -1.318010)  0.244
H (5.730231, 4.027738, -2.068809)  0.406
H (5.596862, 6.270813, -1.045759)  0.391
H (3.957816, 6.725976, 0.745469)  0.397
H (2.460169, 4.933721, 1.532797)  0.372
O (-1.968953, -0.046375, 0.985502)  -0.462
C (-2.690433, -1.292692, 0.991368)  -0.616
C (-2.895108, -1.870270, -0.397366)  -0.521
C (-1.593701, -2.032823, -1.194922)  -1.119
C (-0.563996, -2.810610, -0.426819)  0.681
C (-0.555964, -4.199517, -0.437943)  -0.614
C (0.375368, -4.886610, 0.318759)  -0.375
C (1.287048, -4.166765, 1.076008)  -0.958
C (1.223353, -2.789098, 1.047724)  -0.476
N (0.318299, -2.126177, 0.316868)  0.415
H (-2.465859, 0.629477, 0.509396)  0.276
H (-3.644127, -1.136999, 1.497055)  0.369
H (-2.083256, -1.954147, 1.608719)  0.355
H (-3.591493, -1.249386, -0.966839)  0.361
H (-3.379894, -2.842562, -0.271868)  0.383
H (-1.178951, -1.053255, -1.441960)  0.233
H (-1.806907, -2.534912, -2.138628)  0.478
H (-1.276375, -4.726129, -1.049598)  0.485
H (0.395126, -5.968300, 0.313534)  0.426
H (2.038725, -4.658250, 1.676422)  0.433
H (1.906938, -2.176617, 1.619173)  0.457
C (0.500006, -1.857636, 6.422537)  -1.105
C (-0.413347, -0.896017, 5.659062)  -0.266
C (-0.062413, -0.811286, 4.242912)  0.009
N (0.211724, -0.735188, 3.130775)  -0.025
H (0.143924, -1.968994, 7.444664)  0.348
H (1.520664, -1.479476, 6.452237)  0.292
H (0.511707, -2.840578, 5.954360)  0.335
H (-0.345419, 0.113771, 6.067937)  0.220
H (-1.458319, -1.200695, 5.729197)  0.314

Cartesian forces (eV/Å) of the 6 atoms listed first:
Pd -0.3 0.0 -0.6
Se 0.2 0.0 0.0
P 0.0 -0.1 0.0
Se 0.1 -0.2 0.2
C 0.0 0.1 0.0
C 0.0 0.0 0.0


No. 3
The following is a DFT calculation (ωB97M-V with the def2-TZVPD basis set) of the molecule C13H18N2O4 in a non-equilibrium geometry.

Values from the calculation:
Energy relative to the best compared isomer or geometry (same formula, charge and spin)   115.8 kJ/mol
SMILES   C[C@@H](O)[C@H](N)C(=O)N[C@@H](Cc1ccccc1)C(=O)O
Net charge   0

Each line ends with the Mulliken charge.
Cartesian coordinates (Å):
C (3.676040, -1.680680, 1.033028)  -1.271
C (3.828775, -0.239497, 0.605528)  -0.089
O (5.214722, 0.114906, 0.533364)  -0.566
C (3.173857, 0.069635, -0.793140)  0.341
N (3.286151, 1.510240, -0.989636)  -0.710
C (1.701144, -0.264645, -0.746827)  -0.084
O (1.301312, -1.384589, -1.093587)  -0.688
N (0.880758, 0.756572, -0.386436)  -0.111
C (-0.528398, 0.707840, -0.522155)  0.211
C (-1.216837, -0.321552, 0.449414)  -1.090
C (-2.733850, -0.465303, 0.278271)  0.533
C (-3.262224, -1.442885, -0.608941)  -0.406
C (-4.684764, -1.523647, -0.708031)  -0.498
C (-5.490023, -0.530977, -0.136996)  -0.420
C (-4.931136, 0.399288, 0.731634)  -0.581
C (-3.565481, 0.412839, 0.992572)  -0.409
C (-1.089306, 2.059486, -0.247974)  0.330
O (-1.885678, 2.582999, -0.988605)  -0.571
O (-0.667030, 2.614169, 0.912050)  -0.511
H (3.906270, -2.319013, 0.150261)  0.326
H (4.424351, -1.918772, 1.860011)  0.344
H (2.676360, -1.941160, 1.343687)  0.340
H (3.442623, 0.479628, 1.360177)  0.295
H (5.640687, -0.591979, 0.010228)  0.382
H (3.653166, -0.575773, -1.536504)  0.410
H (3.072294, 1.753914, -1.932025)  0.202
H (4.252538, 1.722333, -0.740602)  0.257
H (1.357292, 1.638435, -0.275648)  0.606
H (-0.792194, 0.454155, -1.545781)  0.275
H (-0.949286, -0.054803, 1.507417)  0.265
H (-0.780857, -1.310651, 0.313636)  0.632
H (-2.606204, -2.110415, -1.162680)  0.417
H (-5.144712, -2.342247, -1.237015)  0.380
H (-6.532770, -0.538355, -0.545607)  0.307
H (-5.615177, 1.162915, 1.132101)  0.318
H (-3.048492, 1.045960, 1.676453)  0.441
H (0.036094, 2.071632, 1.308352)  0.396

Cartesian forces (eV/Å) of the 6 atoms listed first:
C 1.3 -0.7 0.1
C 0.0 0.7 -0.1
O 0.1 -0.6 -0.6
C -0.3 0.5 1.6
N 1.0 -0.5 0.8
C -0.7 -1.8 -1.1


No. 4
The following is a DFT calculation (ωB97M-V with the def2-TZVPD basis set) of a structure of composition C4H7ClOS2 in a non-equilibrium geometry.

Values from the calculation:
Energy relative to the best compared isomer or geometry (same formula, charge and spin)   255.0 kJ/mol
Net charge   0

Each line ends with the Mulliken charge.
Cartesian coordinates (Å):
C (0.073536, -1.336872, -1.420667)  -0.691
C (-0.151094, 0.117260, -0.698597)  0.260
C (-0.043920, -0.159456, 0.821828)  -0.979
C (-0.017130, 0.976879, 1.890563)  0.112
H (-1.000489, -0.657776, -2.680276)  0.341
H (-0.644147, -2.084535, -1.013550)  0.343
H (1.137627, -1.671290, -1.362537)  0.339
H (0.677217, 0.623241, -1.322446)  0.330
H (-0.991645, -0.908818, 0.881949)  0.368
H (0.837314, -0.614297, 1.046556)  0.381
H (1.626942, 2.759445, 2.923350)  0.191
O (-0.143658, -1.033762, -2.805214)  -0.449
S (1.170219, 2.195893, 1.364919)  -0.197
S (-0.780483, 1.142422, 3.374356)  -0.173
Cl (-1.750288, 0.651666, -1.000235)  -0.173

Cartesian forces (eV/Å) of the 6 atoms listed first:
C 0.3 1.4 -0.1
C 3.4 -2.5 -0.3
C -4.6 0.6 -0.3
C -0.5 0.8 0.8
H -1.4 0.7 -1.2
H 0.5 0.3 -0.3


Q: Among the records above, which one has the lowest energy relative to the best compared isomer or geometry (same formula, charge and spin)?
A: C23H26N2OPPdSe2


Q: Among the records above, which one has the highest energy relative to the best compared isomer or geometry (same formula, charge and spin)?
A: C15H48O9


Q: net charge of number 3 (C13H18N2O4)?
A: 0


Q: energy relative to the best compared isomer or geometry (same formula, charge and spin) of number 1 (C15H48O9)?
A: 429.9 kJ/mol